{
  "formula": "C42H39GeN9PtSe",
  "method": "ωB97M-V with the def2-TZVPD basis set",
  "charge": 2,
  "spin_multiplicity": 5,
  "orbital_gap_ev": [4.9, 4.8],
  "homo_ev": [-10.911, -13.651],
  "species": ["Pt", "C", "C", "C", "C", "C", "N", "C", "N", "C", "C", "C", "C", "C", "C", "C", "C", "N", "C", "N", "C", "N", "C", "N", "C", "N", "C", "C", "C", "C", "C", "C", "C", "C", "C", "C", "C", "C", "N", "C", "C", "H", "H", "H", "H", "H", "H", "H", "H", "H", "H", "H", "H", "H", "H", "H", "H", "C", "Ge", "C", "C", "C", "Se", "C", "H", "H", "H", "H", "H", "H", "H", "H", "H", "H", "H", "H", "H", "H", "C", "C", "C", "C", "C", "N", "H", "H", "H", "H", "H", "H", "H", "H", "H"],
  "xyz": [[0.522985, -0.412231, -0.329475], [-4.680931, -2.185593, 3.300523], [-3.726803, -2.834536, 4.080107], [-2.369248, -2.757480, 3.777111], [-2.014627, -2.013595, 2.669728], [-0.698262, -1.722965, 2.078990], [-0.906010, -0.915379, 0.979831], [-2.250606, -0.657615, 0.817090], [-2.827608, 0.099985, -0.061074], [-2.159550, 0.757158, -1.041173], [-2.763559, 1.707919, -1.934559], [-4.065658, 2.187132, -2.044865], [-4.319901, 3.112530, -3.041914], [-3.309074, 3.547481, -3.911248], [-2.014145, 3.070393, -3.811219], [-1.749590, 2.142722, -2.807729], [-0.551754, 1.447816, -2.426711], [0.646244, 1.586183, -3.042575], [1.755333, 1.077524, -2.624370], [1.976287, 0.332775, -1.473284], [3.311131, 0.001637, -1.366312], [3.898669, -0.664328, -0.426739], [3.246803, -1.188640, 0.637900], [1.900938, -1.228915, 0.848744], [1.638425, -1.871528, 2.031553], [0.426855, -2.135163, 2.563292], [2.889708, -2.257493, 2.619321], [3.197478, -2.934207, 3.797627], [4.533877, -3.163397, 4.068454], [5.543770, -2.735554, 3.192953], [5.244392, -2.065718, 2.020846], [3.899715, -1.830335, 1.745924], [4.008070, 0.578049, -2.526088], [5.338337, 0.545734, -2.890950], [5.686305, 1.199625, -4.070573], [4.732543, 1.858681, -4.841698], [3.392500, 1.890472, -4.463815], [3.053768, 1.236568, -3.296050], [-0.843302, 0.633517, -1.375235], [-2.968169, -1.362697, 1.891747], [-4.314970, -1.432169, 2.187817], [-5.725954, -2.272430, 3.565460], [-4.049122, -3.411801, 4.936052], [-1.624790, -3.262094, 4.377286], [-4.845230, 1.841453, -1.379902], [-5.319263, 3.508358, -3.161431], [-3.554287, 4.268972, -4.678739], [-1.236065, 3.398923, -4.486424], [2.416201, -3.270536, 4.465225], [4.814866, -3.688287, 4.971354], [6.574976, -2.942589, 3.444390], [6.016077, -1.740964, 1.336738], [6.074071, 0.032289, -2.287762], [6.717159, 1.195959, -4.397499], [5.041131, 2.353399, -5.752545], [2.647482, 2.400586, -5.058697], [-5.050899, -0.925928, 1.578200], [-0.902198, 4.011412, 5.210828], [-1.547573, 3.367964, 3.498086], [-3.082143, 2.182969, 3.593911], [-1.810484, 4.777145, 2.182240], [-0.003332, 2.134630, 2.838924], [0.596533, 2.588780, 1.123219], [2.443350, 3.028616, 1.459657], [-1.682628, 4.610529, 5.680985], [-0.018690, 4.637930, 5.092762], [-0.662233, 3.183306, 5.876844], [-3.896554, 2.699484, 4.103190], [-2.858182, 1.271463, 4.148329], [-3.423547, 1.914999, 2.592920], [-2.658610, 5.385397, 2.498586], [-2.049830, 4.371973, 1.197660], [-0.945727, 5.435579, 2.096945], [-0.442160, 1.134600, 2.781135], [0.829811, 2.157404, 3.538418], [2.921003, 2.148260, 1.888536], [2.483085, 3.862493, 2.159479], [2.899272, 3.303169, 0.512119], [-0.214835, -4.909912, -3.532205], [-1.080940, -3.647895, -3.410967], [-1.130718, -2.882557, -4.741723], [-2.494876, -3.993180, -2.920843], [-0.464801, -2.763782, -2.412667], [0.015965, -2.074551, -1.634359], [-0.669466, -5.565293, -4.274516], [-0.161271, -5.448112, -2.586531], [0.795679, -4.669276, -3.860567], [-1.601814, -3.522476, -5.487161], [-0.130416, -2.628544, -5.091373], [-1.719057, -1.968883, -4.654384], [-2.968448, -4.631869, -3.665769], [-3.105004, -3.097789, -2.800305], [-2.465904, -4.533611, -1.975042]],
  "forces_ev_per_a": [[-0.18, 0.14, -0.02], [-0.01, 0.00, 0.01], [0.00, -0.01, 0.01], [-0.02, 0.02, -0.02], [-0.01, 0.01, 0.01], [0.01, -0.02, 0.04], [0.02, 0.03, -0.08], [-0.05, 0.01, 0.05], [0.12, 0.02, -0.03], [-0.17, -0.05, 0.04], [0.07, -0.03, -0.02], [0.01, 0.01, -0.01], [-0.01, -0.01, 0.02], [0.00, 0.01, -0.01], [0.01, -0.01, 0.01], [-0.07, -0.02, 0.02], [0.14, 0.02, -0.14], [-0.07, 0.09, -0.08], [0.09, -0.08, 0.13], [-0.04, 0.06, -0.05], [0.07, 0.01, -0.07], [-0.10, -0.02, 0.11], [0.26, -0.01, -0.11], [-0.05, 0.01, 0.00], [-0.04, -0.09, 0.06], [-0.03, -0.04, 0.09], [-0.07, -0.03, 0.07], [-0.03, 0.00, -0.01], [0.00, 0.00, 0.01], [-0.01, 0.00, -0.01], [-0.03, 0.01, -0.01], [0.02, 0.05, -0.11], [-0.05, 0.01, 0.00], [-0.03, 0.02, -0.01], [0.02, 0.00, -0.01], [0.00, 0.00, -0.01], [0.01, -0.02, 0.02], [-0.01, 0.04, -0.07], [0.14, 0.00, 0.25], [-0.02, 0.00, 0.02], [0.05, 0.01, 0.00], [0.00, 0.00, 0.00], [0.00, 0.00, 0.00], [0.01, 0.00, 0.00], [0.00, 0.00, 0.00], [0.00, 0.00, 0.00], [0.01, 0.00, 0.00], [0.00, 0.00, 0.00], [0.01, 0.00, 0.01], [-0.02, 0.00, 0.01], [0.01, 0.01, -0.01], [0.01, 0.00, 0.01], [0.00, -0.01, 0.01], [0.00, 0.00, 0.00], [0.00, 0.00, 0.00], [-0.01, 0.00, 0.00], [0.00, 0.00, -0.01], [0.04, -0.04, 0.00], [-0.13, 0.10, 0.07], [0.03, -0.04, -0.04], [0.01, -0.01, -0.03], [0.22, -0.14, -0.11], [0.01, 0.18, 0.03], [-0.01, 0.07, 0.06], [-0.01, 0.00, -0.01], [0.00, 0.00, -0.02], [-0.01, -0.01, -0.01], [0.00, 0.01, 0.00], [0.02, 0.00, 0.01], [0.01, -0.02, -0.01], [0.00, 0.01, 0.02], [0.00, -0.01, 0.01], [0.01, -0.01, 0.01], [-0.10, 0.06, 0.02], [-0.04, -0.01, 0.04], [0.00, 0.00, -0.02], [0.01, -0.01, 0.00], [-0.01, 0.00, 0.00], [-0.02, -0.01, -0.02], [0.00, -0.02, -0.02], [-0.01, 0.00, -0.01], [-0.01, -0.01, -0.01], [0.04, -0.02, 0.04], [-0.04, -0.24, -0.15], [0.00, 0.00, 0.00], [0.00, 0.00, 0.00], [0.00, 0.01, 0.00], [0.00, 0.00, 0.00], [0.00, 0.00, 0.00], [0.00, 0.00, 0.00], [0.00, -0.01, 0.00], [0.00, 0.00, 0.00], [0.00, 0.00, 0.00]]
}